Entry 1:
C4H7ClNO | ωB97M-V/def2-TZVPD

XYZ file:
```
14
Properties=species:S:1:pos:R:3:forces:R:3
C 3.3766 -0.7292 0.1302 -1.22 -3.20 0.89
C -0.8331 1.2628 -0.5476 -3.57 -1.93 0.58
C -0.7872 0.8374 0.9107 4.16 1.20 0.11
C -0.3703 -0.1138 -0.1396 -0.42 2.43 1.69
N -1.0404 -1.3748 -0.4132 3.60 -1.59 0.49
O 2.2412 -0.9418 0.3603 -0.26 0.47 -0.20
Cl 4.3137 0.5050 -0.2492 1.40 2.63 -0.74
H -1.9239 1.4404 -0.8162 1.60 -0.43 -0.53
H -0.1597 1.9949 -0.8278 1.29 1.14 -0.75
H 0.0080 1.4415 1.4669 -0.79 -1.37 -0.68
H -1.6136 0.7686 1.5259 -1.99 -0.53 0.78
H -0.5734 -2.2311 0.0680 -0.88 1.92 -0.04
H -0.6315 -1.5271 -1.3471 -2.02 -0.37 -0.63
H -2.0063 -1.3328 -0.1214 -0.89 -0.37 -0.97
```
Positions in Å, forces in eV/Å.

Calculated values
- LUMO energy (spin up / spin down): -3.674 / -5.181 eV
- Relative energy (zero: lowest compared OMol25 entry of this formula, charge and spin): 113.9 kcal/mol
- Charge: +1
- Electronic energy: -746.3287 a.u.
- HOMO-LUMO gap (spin up / spin down): 10.2 / 6.4 eV
- Max |F|: 0.08417 hartree/bohr



Entry 2:
C4H7ClO | ωB97M-V/def2-TZVPD

XYZ file:
```
13
Properties=species:S:1:pos:R:3:forces:R:3
O -1.6674 0.2267 1.4665 0.98 0.81 -0.41
C -0.3448 0.4025 0.8710 -1.49 -2.31 0.39
C 0.3777 -0.9569 0.7845 -0.06 0.92 -0.40
C -0.1938 -0.3175 -0.4414 -1.75 1.30 -0.62
C 0.6061 0.3015 -1.5777 -0.47 -2.81 -1.06
Cl 1.9056 1.3429 -0.9649 0.12 -0.13 -0.55
H -1.7789 0.9356 2.1143 -0.01 -0.27 -0.16
H 0.1045 1.3540 1.0688 0.45 0.08 0.06
H -0.1618 -1.8151 1.1673 0.06 0.21 0.15
H 1.4509 -0.9898 0.8360 0.28 -0.01 0.17
H -1.1804 -0.6454 -0.8624 0.99 -0.14 0.70
H -0.0788 0.8191 -2.2897 0.75 0.10 0.78
H 0.9611 -0.6577 -2.1722 0.15 2.24 0.95
```
Positions in Å, forces in eV/Å.

Calculated values
- SMILES: O[C@H]1C[C@@H]1CCl
- LUMO energy: 0.899 eV
- Relative energy (zero: lowest compared OMol25 entry of this formula, charge and spin): 37.4 kcal/mol
- Electronic energy: -691.9863 a.u.
- HOMO-LUMO gap: 10.3 eV
- Max |F|: 0.05906 hartree/bohr



Entry 3:
C4H7ClO | ωB97M-V/def2-TZVPD

XYZ file:
```
13
Properties=species:S:1:pos:R:3:forces:R:3
C -0.7680 1.7685 -0.3978 -3.61 -0.29 1.45
C 0.0791 0.6943 0.2187 -2.00 2.37 -0.09
O 0.7833 1.1600 1.0720 1.78 -1.53 0.75
C -0.2468 -0.7640 0.0199 2.25 0.29 1.26
C 1.0289 -1.5300 0.2560 -0.75 -1.35 -0.91
Cl -0.8995 -1.1789 -1.5513 -0.48 0.00 -0.03
H -1.7131 1.4252 -0.8790 1.05 0.16 -0.40
H -0.2672 2.5460 -0.8974 0.79 0.61 -0.98
H -1.2143 2.2872 0.5231 0.79 -0.57 -1.06
H -0.8037 -1.0869 0.8892 -1.29 0.26 -0.27
H 1.6199 -1.5356 -0.5981 1.16 0.35 -1.85
H 0.7284 -2.5534 0.3177 0.08 -0.90 0.61
H 1.6731 -1.2325 1.0268 0.23 0.60 1.52
```
Positions in Å, forces in eV/Å.

Calculated values
- SMILES: CC(=O)[C@H](C)Cl
- LUMO energy: 0.636 eV
- Relative energy (zero: lowest compared OMol25 entry of this formula, charge and spin): 23.4 kcal/mol
- Electronic energy: -692.0087 a.u.
- HOMO-LUMO gap: 10.4 eV
- Max |F|: 0.07591 hartree/bohr



Entry 4:
C4H7ClO | ωB97M-V/def2-TZVPD

XYZ file:
```
13
Properties=species:S:1:pos:R:3:forces:R:3
C 1.7126 -0.6570 -0.4257 2.19 -0.16 -2.72
C 0.4668 -0.5482 0.2520 -2.94 0.19 -0.58
C -0.3244 0.6968 -0.1506 1.12 -0.60 1.18
O 0.1830 1.7563 -0.4152 0.24 -0.11 -0.61
C -1.7494 0.7067 0.2437 -1.13 0.02 1.73
Cl -3.0842 -0.3060 -0.3645 0.71 -0.44 -0.09
H 1.5637 -0.5684 -1.5534 0.40 -0.32 1.39
H 2.2665 -1.5490 -0.1693 -0.02 -0.46 -0.19
H 2.3380 0.1423 -0.1299 0.86 1.06 0.06
H -0.1702 -1.3683 -0.0299 -0.50 -0.65 0.07
H 0.5534 -0.5963 1.3156 -0.05 0.25 0.91
H -1.6817 0.6045 1.3631 -0.36 -0.19 -0.93
H -2.0741 1.6864 0.0643 -0.53 1.40 -0.22
```
Positions in Å, forces in eV/Å.

Calculated values
- SMILES: CCC(=O)CCl
- LUMO energy: 0.496 eV
- Relative energy (zero: lowest compared OMol25 entry of this formula, charge and spin): 19.4 kcal/mol
- Electronic energy: -692.0149 a.u.
- HOMO-LUMO gap: 10.5 eV
- Max |F|: 0.06794 hartree/bohr



Entry 5:
C4H7ClS | ωB97M-V/def2-TZVPD

XYZ file:
```
13
Properties=species:S:1:pos:R:3:forces:R:3
S 2.6044 -0.3481 -0.3970 0.04 1.05 0.03
C 0.9712 -0.0357 0.3655 1.90 -1.53 -0.15
C 0.1633 1.1085 0.0060 -1.27 -0.08 0.29
C -0.2948 -0.2418 -0.4288 0.51 -0.42 -0.74
C -1.4729 -0.9232 0.1325 -0.60 0.57 0.88
Cl -2.9841 0.0175 -0.3558 0.51 -0.67 0.17
H 3.2101 0.9008 -0.2094 -0.80 -1.15 -0.04
H 0.9816 -0.4503 1.3694 -0.32 0.52 0.04
H -0.3657 1.5622 0.8012 -0.57 0.57 0.60
H 0.3675 1.7141 -0.8226 0.84 0.99 -0.72
H -0.1703 -0.4516 -1.4854 0.21 0.17 0.01
H -1.4569 -0.9020 1.2274 -0.14 -0.03 -0.21
H -1.5535 -1.9502 -0.2031 -0.30 0.00 -0.15
```
Positions in Å, forces in eV/Å.

Calculated values
- SMILES: S[C@H]1C[C@@H]1CCl
- LUMO energy: 0.898 eV
- Relative energy (zero: lowest compared OMol25 entry of this formula, charge and spin): 12.3 kcal/mol
- Electronic energy: -1014.9493 a.u.
- HOMO-LUMO gap: 10.1 eV
- Max |F|: 0.04749 hartree/bohr



Entry 6:
C4H7ClS | ωB97M-V/def2-TZVPD

XYZ file:
```
13
Properties=species:S:1:pos:R:3:forces:R:3
S 2.2134 -0.2497 -0.8100 -0.19 -0.45 -0.33
C 1.0249 -0.3254 -1.8889 1.57 -0.28 0.12
Cl 0.2402 -1.8074 -2.4572 0.52 1.02 0.10
H 0.8616 0.6159 -2.4054 -0.98 -0.51 -0.46
C -1.2115 -0.0446 -0.3522 0.71 2.16 1.54
C -0.5837 -0.3932 0.7736 0.32 0.33 0.96
C 0.0971 0.6257 1.6931 -3.61 -1.83 -0.13
H -1.1429 1.1049 -0.5652 -0.60 -2.38 -0.15
H -1.6776 -0.7839 -0.9691 -0.35 0.22 -0.38
H -0.4952 -1.4084 1.1603 -0.29 -0.11 -0.55
H -0.1635 0.4931 2.7383 -0.49 -0.16 0.14
H -0.2627 1.5382 1.3664 -0.46 2.25 -0.35
H 1.0999 0.6349 1.7163 3.86 -0.26 -0.51
```
Positions in Å, forces in eV/Å.

Calculated values
- SMILES: S=CCl.C=CC
- LUMO energy: -0.641 eV
- Relative energy (zero: lowest compared OMol25 entry of this formula, charge and spin): 45.8 kcal/mol
- Electronic energy: -1014.8958 a.u.
- HOMO-LUMO gap: 8.6 eV
- Max |F|: 0.07878 hartree/bohr



Entry 7:
C4H7CsO3 | ωB97M-V/def2-TZVPD

XYZ file:
```
15
Properties=species:S:1:pos:R:3:forces:R:3
C -5.1718 0.3785 0.2529 0.30 -0.22 -0.21
C -4.2979 -0.3666 -0.4335 -0.24 0.30 0.25
H -5.4931 0.0956 1.2587 0.09 0.10 -0.32
H -5.6226 1.2741 -0.1829 0.13 -0.28 0.15
H -3.8717 -1.2783 -0.0082 -0.11 0.27 -0.16
H -3.9985 -0.0994 -1.4504 -0.08 -0.12 0.33
Cs -1.5860 2.0761 1.3740 0.60 -0.39 -0.22
C 2.0982 -0.1032 0.4573 -0.50 -0.46 0.20
O 3.2888 0.5094 -0.1782 -0.09 0.55 -0.27
C 4.3535 -0.2106 -0.3916 -0.49 -0.76 1.03
O 4.5175 -1.3874 -0.1435 0.13 0.06 -0.25
O 5.3310 0.5742 -0.8688 0.60 0.71 -0.44
H 1.8329 -0.9623 -0.1893 0.01 0.28 0.17
H 2.4688 -0.5669 1.3919 -0.10 0.19 -0.23
H 6.1510 0.0668 -0.8883 -0.25 -0.23 -0.02
```
Positions in Å, forces in eV/Å.

Calculated values
- LUMO energy: -1.098 eV
- Relative energy (zero: lowest compared OMol25 entry of this formula, charge and spin): 15.3 kcal/mol
- Electronic energy: -402.3326 a.u.
- HOMO-LUMO gap: 4.2 eV
- Max |F|: 0.02665 hartree/bohr



Entry 8:
C4H7CuO3 | ωB97M-V/def2-TZVPD

XYZ file:
```
15
Properties=species:S:1:pos:R:3:forces:R:3
C -2.5988 0.0629 0.7225 0.83 0.50 0.74
H -2.7237 1.1502 0.7917 -0.13 -0.30 0.02
H -2.1951 -0.3372 1.6652 -0.12 0.23 -0.24
H -3.5708 -0.4268 0.5601 0.29 0.14 -0.21
O 1.7430 0.2716 0.6534 0.96 0.05 1.56
C 0.9543 0.5438 -0.4024 -0.86 -0.52 -1.20
O 1.0900 1.7044 -0.8302 -0.69 0.28 -1.03
Cu -0.1699 1.3615 -2.6361 0.11 -0.49 1.90
O -1.8347 0.2626 -1.5382 0.80 0.15 1.33
C -1.6895 -0.2894 -0.4156 -1.70 -0.75 -2.84
H -1.3478 -1.3450 -0.4102 0.70 0.66 0.20
C 2.8644 -0.5824 0.4870 -0.08 0.05 -0.08
H 2.7339 -1.2396 -0.3835 0.02 0.09 0.15
H 3.7453 0.0552 0.3455 0.00 -0.31 -0.08
H 2.9993 -1.1917 1.3908 -0.13 0.22 -0.22
```
Positions in Å, forces in eV/Å.

Calculated values
- LUMO energy (spin up / spin down): -0.997 / -0.996 eV
- Relative energy (zero: lowest compared OMol25 entry of this formula, charge and spin): 37.3 kcal/mol
- Electronic energy: -2022.6579 a.u.
- HOMO-LUMO gap (spin up / spin down): 6.0 / 6.0 eV
- Max |F|: 0.06594 hartree/bohr



Entry 9:
C4H7F | ωB97M-V/def2-TZVPD

XYZ file:
```
12
Properties=species:S:1:pos:R:3:forces:R:3
C 2.6467 -0.0231 -0.2343 0.81 -4.42 -1.01
C 1.1913 -0.1094 0.3586 -1.23 -5.29 -1.51
C -0.1454 0.4375 -0.0370 -3.86 5.52 0.26
C -1.3153 -0.2332 -0.0369 2.37 -2.82 -0.70
F -2.6650 0.0164 -0.0968 2.27 0.62 0.13
H 3.5864 -0.1415 0.4969 -2.62 -0.34 -1.25
H 2.9041 -0.6274 -1.3106 -1.02 1.21 3.27
H 2.7333 0.9141 -0.5315 0.60 4.59 -1.47
H 1.2135 0.2216 1.3103 0.73 1.09 3.42
H 0.7562 -1.2409 0.5218 2.03 1.99 -0.33
H -0.4592 1.5984 0.1587 1.60 -2.17 -0.89
H -1.0122 -1.3028 -0.0767 -1.67 0.03 0.06
```
Positions in Å, forces in eV/Å.

Calculated values
- SMILES: CC/C=C/F
- LUMO energy: 1.000 eV
- Relative energy (zero: lowest compared OMol25 entry of this formula, charge and spin): 68.7 kcal/mol
- Electronic energy: -256.3344 a.u.
- HOMO-LUMO gap: 10.7 eV
- Max |F|: 0.13108 hartree/bohr



Entry 10:
C4H7F2NO2 | ωB97M-V/def2-TZVPD

XYZ file:
```
16
Properties=species:S:1:pos:R:3:forces:R:3
O -2.3687 -0.8970 0.1506 -0.26 -1.42 0.44
C -1.7456 -0.0328 -0.6548 -0.84 0.04 -1.00
O -2.4868 1.0943 -0.7654 0.31 1.47 -0.17
C -0.6670 -0.2598 -1.3967 -2.41 -1.54 0.58
F -0.0222 0.6918 -1.9619 1.16 1.08 -1.55
F -0.2434 -1.5251 -1.7027 0.27 1.12 0.83
H -1.8973 -1.7377 0.1602 0.05 -0.03 0.11
H -3.2877 1.1298 -0.2145 0.79 -0.62 0.00
C 0.7752 1.2404 0.8641 0.26 -0.29 0.61
N 0.9475 0.0875 0.4206 0.75 -0.91 -0.09
C 2.1654 -0.6712 0.5968 1.54 2.37 2.37
H -0.2110 1.6680 0.8275 -0.38 0.32 -0.34
H 1.5394 1.7829 1.4011 0.45 0.36 0.16
H 1.9794 -1.2691 1.4730 -0.31 -1.11 -0.10
H 2.4421 -1.2275 -0.2754 0.10 -0.28 -0.30
H 3.0807 -0.0745 1.0776 -1.46 -0.57 -1.56
```
Positions in Å, forces in eV/Å.

Calculated values
- SMILES: OC(O)=C(F)F.C=NC
- LUMO energy: 0.695 eV
- Relative energy (zero: lowest compared OMol25 entry of this formula, charge and spin): 75.9 kcal/mol
- Electronic energy: -561.4674 a.u.
- HOMO-LUMO gap: 8.2 eV
- Max |F|: 0.07179 hartree/bohr